## w
The following is a DFT calculation (wB97M-V/def2-TZVPD) of a 12-piece molecular cluster, C33H97N17O12 overall.

Element x y z (Å)
O 1.046 -0.553 -3.594
O -3.013 -2.504 -3.203
O 0.417 1.936 3.894
O 1.703 0.954 0.441
O -2.421 -1.409 0.457
O -2.624 -0.297 7.603
O 0.255 -5.345 -4.582
O -1.674 2.281 -5.314
O 3.452 4.135 -1.359
O -3.202 4.272 3.031
O 4.790 -1.416 -1.978
O -0.469 -4.597 2.577
N 1.539 3.790 4.610
N 2.386 2.569 2.849
N -4.191 -0.114 1.207
N -0.173 0.214 1.671
N 6.402 -0.358 -4.061
N -3.212 -5.442 -5.437
N 1.372 1.521 -4.596
N -5.731 4.200 4.421
N 0.126 -0.288 -0.567
N -2.457 -0.482 4.056
N -4.315 -1.310 -0.781
N 2.436 -6.557 3.621
N 5.698 5.848 -1.096
N 3.134 0.561 -3.568
N -3.292 1.592 -2.035
N 0.984 -3.149 -4.512
N 0.782 -4.383 -2.575
C -2.583 2.384 -2.982
C 4.590 3.783 -2.152
C 0.889 -4.920 2.580
C 6.903 4.377 -2.587
C -1.215 2.818 -2.479
C -4.411 -1.235 5.458
C -2.229 3.440 -5.873
C -3.572 -0.924 0.281
C 1.810 0.399 -3.911
C -1.726 -0.276 8.737
C -3.554 -4.028 -5.122
C 0.658 -4.341 -3.944
C -5.028 -3.925 -4.742
C 0.458 -5.737 4.930
C -1.980 4.002 2.228
C -2.685 -3.726 -3.904
C 8.109 0.433 -2.446
C -3.118 -0.412 5.363
C 6.951 -0.555 -2.730
C -1.872 -1.804 -2.727
C -4.418 3.972 5.061
C -2.435 1.633 -4.283
C 5.552 4.982 -2.220
C -4.696 3.027 6.229
C 5.780 -0.403 -1.688
C -0.682 -3.634 1.499
C 1.402 2.689 3.778
C -2.039 -0.656 6.417
C 3.809 -1.466 -0.954
C 2.297 3.358 -1.686
C 1.036 -6.069 3.560
C -3.378 3.375 4.156
C 0.612 0.333 0.561
H 1.277 -2.259 -4.110
H -4.220 -2.285 5.584
H -2.880 -4.602 -3.212
H 0.509 -5.201 -2.207
H -3.128 3.221 -6.487
H -0.722 3.447 -3.220
H 0.085 0.711 2.515
H 0.873 -4.756 5.312
H 0.801 -0.515 -1.284
H -5.305 -1.070 -0.848
H 0.093 -2.815 1.535
H -2.458 -1.424 3.762
H -5.315 3.513 7.019
H 1.873 2.357 -4.918
H -3.220 3.255 -3.098
H -2.119 4.461 1.234
H 2.938 -6.032 4.336
H 1.420 3.840 -1.255
H -1.795 -1.689 6.351
H 5.299 0.555 -1.802
H -1.465 3.863 -6.472
H -5.196 -2.876 -4.494
H 2.402 2.312 -1.274
H 1.453 -3.780 -2.128
H 7.293 3.825 -1.764
H 5.913 5.295 -0.260
H 1.523 -3.995 2.747
H 5.234 5.599 -3.041
H -2.405 3.286 4.678
H -0.538 1.972 -2.283
H -3.986 0.932 -2.517
H 3.342 -0.495 -0.783
H -2.308 0.188 9.559
H -0.601 -5.613 4.747
H -3.253 -3.424 -6.005
H -1.487 -0.288 4.151
H 7.332 -1.621 -2.692
H -1.417 -1.300 9.016
H -2.523 4.118 -5.023
H -1.644 -3.713 -4.137
H -5.147 -4.539 -3.831
H 2.100 4.555 4.373
H 4.184 -1.861 0.004
H 0.593 -6.552 5.667
H -3.383 0.662 5.491
H -5.622 4.933 3.742
H -3.433 1.416 -4.681
H 2.131 3.426 -2.773
H 2.256 1.973 2.019
H -2.368 -0.873 -2.398
H -4.064 4.922 5.492
H -1.156 -0.011 6.223
H 0.966 -3.179 -5.525
H -1.849 2.916 2.142
H -5.229 2.174 5.879
H 1.182 -5.185 1.545
H -5.999 3.390 3.854
H 4.304 3.555 -3.157
H -0.677 -4.076 0.457
H -1.123 4.406 2.784
H 8.712 0.293 -3.318
H -0.687 -0.921 -0.509
H -3.456 -5.652 -6.403
H -3.794 2.646 6.647
H -5.742 -4.278 -5.459
H -2.683 0.967 -1.507
H -3.958 -1.883 -1.574
H 8.737 0.270 -1.555
H 2.946 -2.072 -1.285
H 5.102 2.837 -1.724
H -0.995 -0.335 1.620
H 6.165 -0.519 -0.715
H 3.690 -0.207 -3.218
H 2.466 -7.558 3.961
H 7.141 -0.355 -4.811
H -3.651 2.340 3.825
H 7.673 5.070 -2.921
H -1.684 -3.225 1.547
H -1.382 -2.399 -1.907
H 4.732 6.192 -0.791
H 3.597 1.294 -4.062
H -1.369 3.307 -1.472
H -1.982 0.654 -4.141
H 0.456 -6.882 3.099
H 0.420 1.632 -4.940
H 7.784 1.443 -2.479
H -4.938 0.436 0.804
H 0.744 3.951 5.221
H -0.948 0.391 8.508
H -2.238 -5.589 -5.305
H 5.777 -1.087 -4.351
H -5.110 -0.989 4.640
H -3.600 0.270 1.948
H 6.757 3.591 -3.337
H -1.190 -1.605 -3.551
H 3.119 3.264 2.980
H -4.934 -0.905 6.409

Results
highest occupied orbital energy	-0.3269	Eh
HOMO-LUMO gap	9.3	eV

=====

## x
The following is a DFT calculation (wB97M-V/def2-TZVPD) of a 12-piece molecular cluster, C33H97N17O12 overall.

Element x y z (Å)
O -3.333 2.636 -6.836
O -4.253 0.964 4.479
O 1.310 -0.920 -4.974
O 3.123 4.737 -0.414
O -0.380 1.795 0.656
O 3.421 0.291 5.446
O -4.075 2.604 -0.014
O -0.464 -2.420 -1.546
O 3.981 -1.947 -1.376
O -5.673 -2.487 2.028
O 1.617 -3.107 3.287
O 3.779 1.274 0.701
N 3.937 1.798 3.840
N -0.642 0.576 5.326
N -0.707 0.233 -0.875
N 1.212 0.300 0.051
N -1.783 -4.167 -1.348
N -2.269 -2.164 1.201
N -0.567 -3.766 6.318
N -3.927 3.942 -3.289
N 5.656 -4.630 0.456
N -3.178 1.431 1.602
N 0.228 -4.511 -1.835
N 4.691 2.578 -0.801
N 3.781 -0.252 3.223
N -5.319 1.802 1.641
N 2.067 2.839 -2.363
N 5.159 0.492 -0.897
N 2.282 2.723 -5.650
C -6.729 -1.592 2.503
C 1.603 1.163 -7.286
C -3.480 -2.968 1.448
C 5.722 -2.285 0.993
C 3.567 6.073 -0.200
C 4.898 -3.397 0.389
C 0.453 -5.469 5.267
C 1.515 -2.344 2.084
C 3.743 -1.817 -2.783
C 4.484 1.394 -0.302
C -4.897 1.403 5.628
C 4.567 -3.157 -1.055
C -1.609 2.562 4.222
C -3.015 0.280 4.657
C 0.485 -3.978 5.379
C 2.041 0.395 -4.884
C -4.001 3.151 -5.659
C -1.904 1.259 5.079
C -0.098 3.757 -2.514
C -3.236 1.210 -6.992
C -4.237 1.908 0.984
C 0.005 0.872 0.008
C -0.652 -3.609 -1.627
C 1.486 1.478 -5.831
C -0.118 -0.948 -4.786
C 3.615 0.589 4.234
C -3.077 -4.204 2.188
C -2.711 1.843 -3.732
C 1.686 4.663 -0.653
C 1.372 4.087 -2.084
C -3.151 3.168 -4.286
C -4.376 -2.068 2.222
C 0.411 -3.156 3.992
H -2.388 0.869 -6.399
H -6.439 -1.213 3.483
H 5.506 -3.207 -1.606
H -2.472 -1.642 0.360
H -1.705 -5.173 -1.374
H 3.925 -3.962 -1.410
H -2.710 -0.226 3.740
H -3.440 0.741 2.291
H 3.799 0.038 2.256
H 1.932 3.463 -6.243
H -0.549 -0.751 -1.041
H -5.959 2.425 1.169
H -6.779 -0.613 2.025
H 4.964 -0.499 -0.919
H 1.202 0.161 -7.435
H -0.799 3.107 4.707
H -4.000 -3.153 0.508
H 3.100 6.460 0.706
H -4.271 -1.039 1.877
H -5.271 1.692 2.644
H 2.137 0.699 -3.842
H 5.021 -1.516 1.316
H -0.075 -5.449 -2.052
H 1.797 2.114 -1.714
H 6.538 -1.804 0.453
H -3.332 0.958 -3.867
H -4.111 0.679 -6.619
H 4.679 -1.809 -3.340
H 3.989 3.297 -0.702
H -2.608 -3.610 -1.177
H -0.703 4.573 -2.908
H 0.190 0.996 4.936
H 4.626 6.006 0.047
H 6.090 -2.485 1.999
H -0.567 3.305 -1.640
H 0.458 1.686 -5.536
H -5.192 0.508 6.176
H 1.114 -4.176 -2.185
H -0.745 -0.305 4.843
H -3.177 -0.494 5.408
H 1.946 2.942 -4.724
H 2.454 -2.451 1.541
H 3.669 -1.232 3.439
H -3.779 3.650 -2.333
H -0.138 3.013 -3.311
H 1.357 -3.505 5.832
H 0.741 -2.783 1.455
H 4.417 1.971 2.969
H 2.982 3.171 -2.092
H 0.447 -5.995 6.222
H -1.695 0.435 -0.833
H 1.437 -5.794 4.929
H -7.729 -2.021 2.557
H -0.547 -1.948 -4.841
H -2.387 -4.778 1.570
H -1.367 2.367 3.178
H -0.347 -5.882 4.653
H -2.625 -4.048 3.167
H 5.795 0.937 -1.543
H 2.652 1.277 -7.560
H 1.242 3.994 0.084
H 1.728 4.891 -2.727
H 1.383 -1.275 2.251
H -4.154 -1.992 3.286
H -3.532 4.864 -3.171
H -0.542 -4.024 7.294
H 1.575 -0.377 -0.605
H -4.267 1.983 6.303
H -1.565 -2.839 0.937
H 1.164 5.602 -0.467
H 5.210 2.585 -1.667
H -4.895 2.545 -5.513
H 3.972 -3.591 0.930
H -1.724 1.662 -4.159
H -2.137 1.663 6.064
H 4.017 2.434 4.621
H -2.360 3.886 -4.505
H -4.001 -4.780 2.233
H 5.087 -5.391 0.113
H -3.098 0.768 -7.979
H -2.242 1.752 1.399
H -0.333 -3.683 3.395
H 3.001 -2.498 -3.198
H 3.452 6.796 -1.008
H 0.037 -2.142 4.135
H -2.492 3.201 4.246
H 5.988 -4.905 1.370
H -0.955 -2.849 6.154
H 3.066 0.162 -5.175
H 0.955 1.856 -7.823
H 3.196 -0.875 -2.822
H -4.375 4.164 -5.803
H -2.435 1.773 -2.680
H -0.647 -0.383 -5.553
H -5.848 1.893 5.418
H 1.852 0.902 0.548
H -0.412 -0.664 -3.775

Results
highest occupied orbital energy	-0.3119	Eh
HOMO-LUMO gap	8.5	eV

=====

Stability summary - winner: w; margin: 0.1957 hartree.

=====

## w
The following is a DFT calculation (wB97M-V/def2-TZVPD) of one molecule with the formula CHNP2S2.

Element x y z (Å)
S -2.543 1.209 -2.843
S -0.708 3.309 -4.471
P -2.152 2.140 -4.770
P -1.021 -0.300 -2.727
N -0.742 -0.030 0.163
C -0.814 -0.091 -1.059
H -0.580 0.857 0.689

Results
highest occupied orbital energy	-0.2970	Eh
HOMO-LUMO gap	6.3	eV

=====

## x
The following is a DFT calculation (wB97M-V/def2-TZVPD) of CHNP2S2 as an isolated structure.

Element x y z (Å)
S 1.727 -0.327 -1.514
S -1.767 0.449 -1.861
P -1.979 0.186 0.092
P 0.421 -1.273 -0.559
N 0.452 0.652 1.511
C -0.230 0.091 0.598
H 1.376 0.222 1.733

Results
highest occupied orbital energy	-0.3075	Eh
HOMO-LUMO gap	6.1	eV

=====

Stability summary - winner: w; margin: 0.0161 hartree.

=====

## w
The following is a DFT calculation (wB97M-V/def2-TZVPD) of one molecule with the formula C3H5N3O.

Element x y z (Å)
O 0.433 2.206 -1.266
N 0.762 -1.275 -0.958
N -1.340 -0.314 1.753
N -0.104 -1.272 0.104
C -0.643 -0.196 0.629
C 1.118 -0.107 -1.412
C 0.956 1.109 -0.758
H 1.811 -0.161 -2.246
H -1.445 -1.199 2.243
H 0.552 2.946 -0.649
H -1.806 0.487 2.136
H -0.294 -2.225 0.426

Results
highest occupied orbital energy	-0.2694	Eh
HOMO-LUMO gap	8.1	eV

=====

## x
The following is a DFT calculation (wB97M-V/def2-TZVPD) of a 2-piece molecular cluster, C3H5N3O overall.

Element x y z (Å)
O 0.256 -0.974 -1.905
N 1.350 0.356 1.116
N 0.942 1.296 0.160
N -1.331 2.243 0.263
C -1.490 -1.499 -0.266
C -0.589 -1.223 -1.143
C -0.282 1.775 0.214
H -1.931 -2.478 -0.199
H 2.318 0.538 1.383
H 1.261 -0.603 0.765
H 1.369 1.285 -0.767
H -1.874 -0.716 0.378

Results
highest occupied orbital energy	-0.3569	Eh
HOMO-LUMO gap	10.3	eV

=====

Stability summary - winner: x; margin: 0.0792 hartree.